(1)
Formula: CH4O4P
Source: the OMol25 dataset
Level of theory: wB97M-V/def2-TZVPD

XYZ file:
```
10
Properties=species:S:1:pos:R:3:forces:R:3
C -0.149 0.512 0.696 -4.139 -0.598 2.325
O 1.158 0.236 -1.402 -0.646 -0.559 -0.044
O 2.185 -0.502 0.874 -1.660 -0.702 -1.154
O -1.957 -0.731 0.000 1.262 0.702 0.557
O -0.408 1.628 0.103 0.732 -0.099 0.168
P 0.999 -0.547 -0.107 3.801 0.354 0.423
H -0.416 0.420 1.816 0.318 0.296 -2.067
H -1.927 -0.622 -0.963 0.194 0.074 0.303
H 0.069 1.436 -0.767 0.078 0.347 -0.433
H 0.446 -1.830 -0.250 0.060 0.185 -0.077
```
Positions in Å, forces in eV/Å.

Values from the calculation:
E_HOMO (spin up / spin down) (eV): -4.754 / -4.752
Orbital gap (spin up / spin down) (Eh): 0.3245 / 0.3245
LUMO level (spin up / spin down) (eV): 4.08 / 4.08
Energy relative to the best compared isomer or geometry (same formula, charge and spin) (eV): 1.905
Spin multiplicity: 1
Total charge: -1

So, what does the natural (NBO) scheme give us? The charges, in e, come out as:
1 C 0.1023
2 O -1.1736
3 O -1.1481
4 O -1.1030
5 O -0.6186
6 P 1.9107
7 H 0.2026
8 H 0.4166
9 H 0.5217
10 H -0.1108

(2)
Formula: C18H33F2N6O7P2S2
Source: the OMol25 dataset
Level of theory: wB97M-V/def2-TZVPD

XYZ file:
```
70
Properties=species:S:1:pos:R:3:forces:R:3
C 5.569 -0.083 -1.487 0.269 0.969 0.599
C 4.794 -0.485 -0.160 1.910 -1.302 -2.077
O 5.111 -1.586 0.218 -1.080 0.402 0.784
N 3.939 0.457 0.514 0.813 -0.380 0.043
C 4.598 0.839 1.773 1.085 1.508 1.850
C 4.891 2.350 2.127 -1.357 -0.569 -1.020
O 5.014 0.052 2.577 -0.262 -0.554 -0.830
C 2.472 0.244 0.605 -1.396 1.369 1.255
N 2.183 0.541 2.072 -1.645 0.008 -1.489
C 0.990 0.510 2.390 -0.478 -2.009 2.134
S -0.352 0.030 3.118 1.489 1.322 -1.055
N 1.910 -1.027 0.259 0.115 0.042 -0.635
C 2.284 -2.167 1.123 1.096 -0.363 1.193
N 1.270 -2.654 2.065 0.477 0.537 0.293
C 1.814 -1.369 -1.152 0.183 -0.967 -1.073
C 0.842 -2.587 -1.480 0.551 -0.228 -1.286
C 1.618 -3.948 -1.743 -0.550 -0.189 -0.136
F -0.218 -2.726 -0.575 0.935 0.005 -0.297
C 1.795 1.529 -0.162 2.642 -0.722 -0.915
F 2.174 2.628 0.606 -1.131 -0.822 -0.535
O 0.522 1.378 -0.607 0.447 0.139 0.833
C -0.658 1.979 -0.167 -2.886 0.424 1.135
O -1.536 0.895 0.223 0.576 0.905 -1.190
C -2.906 1.183 0.022 -1.471 -1.917 0.565
C -3.715 0.184 0.953 0.164 2.475 -0.081
N -5.167 0.404 0.641 0.001 -1.426 0.895
C -5.933 -0.645 1.369 -0.588 -0.344 -0.289
C -6.295 -1.806 0.362 -0.173 0.998 -0.766
C -7.434 -1.268 -0.585 0.454 -0.669 0.235
O -5.187 -2.154 -0.496 -0.338 0.194 0.484
P -1.350 2.939 -1.690 0.748 -0.099 -1.097
N -1.375 2.019 -2.991 -0.684 0.428 0.383
C -0.736 3.032 0.993 1.970 4.632 1.361
O -1.274 2.867 2.097 -0.546 -2.004 -0.742
O -0.240 4.201 0.708 -0.534 -2.479 -1.243
P 2.824 1.912 -1.766 0.278 1.503 -0.167
S 2.090 3.348 -2.839 -0.135 -0.203 -0.128
H 6.519 -0.668 -1.577 -1.063 0.210 0.403
H 4.974 -0.291 -2.405 0.298 0.412 0.721
H 5.892 0.993 -1.416 -0.601 -0.856 -0.429
H 5.926 2.443 2.520 -0.750 -0.153 -0.407
H 4.676 2.988 1.236 0.360 -0.252 0.852
H 4.155 2.601 2.934 0.661 -0.094 -0.704
H 2.678 -3.057 0.565 -0.465 1.119 -0.168
H 3.151 -1.828 1.756 -0.729 -0.454 -0.645
H 1.430 -2.146 2.938 -0.441 -0.295 -0.352
H 0.314 -2.454 1.777 0.330 -0.031 -0.202
H 1.499 -0.556 -1.842 0.019 -0.214 1.114
H 2.823 -1.719 -1.540 -0.831 0.349 0.229
H 0.364 -2.361 -2.474 0.310 0.120 1.053
H 2.724 -3.812 -1.781 -0.822 -0.003 0.224
H 1.320 -4.355 -2.748 0.202 0.386 0.953
H 1.364 -4.739 -0.999 0.215 0.736 -0.344
H -3.246 0.936 -1.026 0.561 0.536 0.743
H -3.239 2.205 0.321 0.605 -0.567 -0.213
H -3.570 0.577 1.995 0.393 -0.898 -0.624
H -3.405 -0.874 0.819 -0.352 0.804 0.035
H -5.477 1.293 1.030 0.481 -0.128 -0.200
H -6.901 -0.214 1.748 0.807 -0.403 -0.338
H -5.384 -1.038 2.263 -0.261 0.274 -0.666
H -6.562 -2.740 0.909 0.035 0.703 -0.455
H -7.480 -1.932 -1.490 -0.269 0.488 0.931
H -8.400 -1.251 -0.023 0.588 0.145 -0.692
H -7.136 -0.250 -0.951 -0.372 -0.771 0.521
H -5.089 -1.422 -1.128 0.078 -0.180 0.418
H -0.473 4.063 -1.790 -0.424 -0.609 0.373
H -2.620 3.529 -1.373 0.703 -0.202 0.296
H -2.332 1.981 -3.353 0.391 -0.183 0.029
H 4.104 2.355 -1.301 -0.570 -0.705 0.008
H 3.074 0.729 -2.511 -0.039 0.103 0.547
```
Positions in Å, forces in eV/Å.

Values from the calculation:
E_HOMO (eV): -4.950
Orbital gap (Eh): 0.2580
SMILES string: CC(=O)N(C(C)=O)[C@](N=C=S)(N(CN)C[C@@H](C)F)[C@](F)(O[C@](OCCNC[C@@H](C)O)([PH2]=N)C(=O)[O-])[PH2]=S
LUMO level (eV): 2.07
Spin multiplicity: 1
Total charge: -1

So, what does the natural (NBO) scheme give us? The charges, in e, come out as:
1 C -0.7231
2 C 0.7374
3 O -0.5092
4 N -0.6942
5 C 0.7621
6 C -0.7136
7 O -0.5220
8 C 0.4779
9 N -0.5750
10 C 0.2806
11 S 0.1309
12 N -0.5078
13 C -0.0716
14 N -0.8468
15 C -0.2430
16 C 0.2151
17 C -0.6665
18 F -0.3585
19 C 0.4299
20 F -0.3327
21 O -0.5438
22 C 0.1882
23 O -0.5397
24 C -0.0881
25 C -0.2397
26 N -0.6601
27 C -0.2478
28 C 0.0969
29 C -0.6560
30 O -0.7272
31 P 1.2463
32 N -1.3399
33 C 0.6610
34 O -0.7068
35 O -0.7742
36 P 0.7777
37 S -0.5571
38 H 0.2379
39 H 0.2344
40 H 0.2213
41 H 0.2334
42 H 0.2275
43 H 0.2592
44 H 0.1901
45 H 0.2171
46 H 0.3602
47 H 0.3805
48 H 0.2329
49 H 0.1646
50 H 0.1717
51 H 0.2136
52 H 0.2113
53 H 0.2340
54 H 0.1783
55 H 0.1865
56 H 0.1888
57 H 0.2241
58 H 0.3617
59 H 0.1867
60 H 0.1827
61 H 0.1751
62 H 0.2140
63 H 0.2038
64 H 0.2222
65 H 0.4723
66 H 0.0060
67 H -0.0494
68 H 0.3554
69 H -0.0197
70 H -0.0378

Here are the calculated total energy numbers, same order: -18581.21675 -88152.80657 (eV).